[1]
{
  "formula": "C23H68Cl2F2N3O16",
  "method": "ωB97M-V/def2-TZVPD",
  "total_energy_ev": -92650.1174,
  "max_force_ha_per_bohr": 0.06151,
  "multiplicity": 1,
  "charge": 1,
  "species": ["C", "C", "Cl", "C", "Cl", "C", "N", "C", "C", "N", "C", "N", "C", "O", "F", "C", "O", "F", "H", "H", "H", "H", "H", "H", "H", "H", "H", "H", "H", "H", "C", "O", "H", "H", "H", "H", "C", "O", "H", "H", "H", "H", "C", "O", "H", "H", "H", "H", "C", "O", "H", "H", "H", "H", "C", "O", "H", "H", "H", "H", "C", "O", "H", "H", "H", "H", "C", "O", "H", "H", "H", "H", "C", "O", "H", "H", "H", "H", "C", "O", "H", "H", "H", "H", "C", "O", "H", "H", "H", "H", "C", "O", "H", "H", "H", "H", "C", "O", "H", "H", "H", "H", "C", "O", "H", "H", "H", "H", "C", "O", "H", "H", "H", "H"],
  "coordinates": [[1.88, 2.11, 0.18], [0.97, 1.66, -0.94], [0.64, 2.93, -2.16], [-0.25, 0.94, -0.44], [-1.10, 0.19, -1.85], [-1.20, 1.75, 0.46], [-0.95, 3.17, 0.65], [-0.91, 1.10, 1.90], [-1.84, -0.09, 1.89], [-2.58, -0.06, 0.87], [-2.68, 1.39, 0.49], [-3.72, 1.80, -0.45], [-3.28, 2.41, -1.67], [-3.38, 1.87, -2.73], [-2.84, 3.66, -1.60], [-4.72, 2.62, 0.18], [-5.88, 2.36, 0.13], [-4.27, 3.69, 0.81], [2.64, 2.79, -0.16], [2.40, 1.21, 0.48], [1.34, 2.45, 1.05], [1.56, 0.92, -1.46], [0.11, 0.10, 0.12], [-1.79, 3.64, 0.96], [-0.64, 3.63, -0.20], [-1.12, 1.82, 2.70], [0.12, 0.81, 2.06], [-1.77, -0.92, 2.58], [-3.16, -0.82, 0.52], [-2.98, 1.83, 1.43], [-2.88, 5.90, -4.42], [-1.82, 4.95, -4.31], [-2.94, 6.23, -5.45], [-3.84, 5.45, -4.13], [-2.69, 6.77, -3.78], [-1.77, 4.67, -3.40], [5.77, 3.69, -0.16], [5.01, 2.53, -0.53], [5.09, 4.41, 0.29], [6.54, 3.42, 0.57], [6.22, 4.14, -1.04], [5.62, 1.91, -0.93], [0.13, -2.54, 4.83], [0.46, -1.30, 4.23], [-0.96, -2.62, 4.86], [0.53, -3.36, 4.23], [0.52, -2.60, 5.85], [1.42, -1.23, 4.20], [-1.84, -5.18, 3.28], [-1.95, -3.92, 2.61], [-2.36, -5.11, 4.23], [-2.31, -5.97, 2.68], [-0.79, -5.42, 3.46], [-1.49, -4.01, 1.77], [3.57, -4.33, 4.11], [3.20, -2.95, 4.01], [2.75, -4.86, 4.59], [3.75, -4.76, 3.12], [4.47, -4.44, 4.72], [3.93, -2.49, 3.59], [-2.64, -3.43, -1.75], [-1.56, -2.89, -0.97], [-2.72, -4.49, -1.52], [-3.58, -2.94, -1.50], [-2.44, -3.31, -2.81], [-1.50, -1.95, -1.18], [3.58, -1.32, -2.35], [2.86, -1.25, -1.11], [4.63, -1.09, -2.15], [3.51, -2.33, -2.76], [3.18, -0.60, -3.06], [1.95, -1.46, -1.30], [-5.11, -6.03, 5.86], [-4.08, -7.00, 5.97], [-5.13, -5.65, 4.83], [-6.08, -6.48, 6.09], [-4.92, -5.20, 6.54], [-4.08, -7.31, 6.87], [4.39, -5.51, -2.54], [4.25, -4.27, -3.25], [3.89, -5.41, -1.58], [3.93, -6.31, -3.11], [5.45, -5.73, -2.39], [4.70, -4.38, -4.10], [7.75, -3.60, -2.43], [7.02, -3.53, -1.21], [8.79, -3.36, -2.23], [7.69, -4.62, -2.84], [7.34, -2.88, -3.15], [6.11, -3.75, -1.41], [-6.22, 3.62, -2.77], [-6.03, 3.41, -4.17], [-7.13, 4.20, -2.64], [-6.32, 2.67, -2.26], [-5.38, 4.19, -2.35], [-5.22, 2.90, -4.28], [4.60, 6.99, -2.43], [4.80, 6.70, -1.05], [4.12, 6.14, -2.89], [3.96, 7.87, -2.55], [5.56, 7.17, -2.93], [5.23, 7.46, -0.65], [-8.43, 0.60, -3.79], [-8.80, 1.95, -3.56], [-9.32, -0.01, -3.65], [-8.07, 0.47, -4.82], [-7.66, 0.28, -3.09], [-8.01, 2.48, -3.69], [3.29, 2.16, 3.62], [2.53, 1.01, 3.24], [2.61, 2.87, 4.08], [4.06, 1.89, 4.34], [3.75, 2.62, 2.74], [3.13, 0.38, 2.83]]
}



[2]
{
  "formula": "C23H68N10O11",
  "method": "ωB97M-V/def2-TZVPD",
  "total_energy_ev": -62378.2550,
  "max_force_ha_per_bohr": 0.02722,
  "multiplicity": 1,
  "smiles": "COC[C@H](C)N.COC[C@H](C)N.COC[C@H](C)N.COC[C@H](C)N.NC(N)=O.NC(N)=O.NC(N)=O.OCCO.OCCO",
  "species": ["C", "O", "C", "C", "C", "N", "H", "H", "H", "H", "H", "H", "H", "H", "H", "H", "H", "C", "O", "C", "C", "C", "N", "H", "H", "H", "H", "H", "H", "H", "H", "H", "H", "H", "C", "O", "C", "C", "C", "N", "H", "H", "H", "H", "H", "H", "H", "H", "H", "H", "H", "C", "O", "C", "C", "C", "N", "H", "H", "H", "H", "H", "H", "H", "H", "H", "H", "H", "N", "C", "N", "O", "H", "H", "H", "H", "N", "C", "N", "O", "H", "H", "H", "H", "N", "C", "N", "O", "H", "H", "H", "H", "O", "C", "C", "O", "H", "H", "H", "H", "H", "H", "O", "C", "C", "O", "H", "H", "H", "H", "H", "H"],
  "coordinates": [[-1.15, 2.15, 4.04], [-1.92, 3.29, 3.78], [-2.79, 3.18, 2.68], [-3.89, 2.15, 2.81], [-4.60, 1.96, 1.50], [-4.89, 2.49, 3.85], [-0.50, 1.85, 3.22], [-1.79, 1.30, 4.32], [-0.48, 2.34, 4.87], [-3.23, 4.16, 2.48], [-2.19, 2.94, 1.78], [-3.51, 1.18, 3.14], [-3.87, 1.74, 0.70], [-5.06, 2.91, 1.19], [-5.36, 1.19, 1.41], [-5.41, 3.32, 3.57], [-4.44, 2.75, 4.72], [3.48, 0.57, -3.30], [2.82, 1.80, -3.43], [1.65, 1.91, -2.67], [0.40, 1.60, -3.48], [0.15, 2.65, -4.55], [-0.79, 1.55, -2.60], [2.94, -0.28, -3.73], [3.73, 0.32, -2.26], [4.46, 0.64, -3.78], [1.66, 1.25, -1.78], [1.57, 2.89, -2.18], [0.55, 0.66, -4.02], [1.06, 2.86, -5.12], [-0.22, 3.60, -4.16], [-0.56, 2.29, -5.30], [-1.55, 1.25, -3.20], [-0.62, 0.78, -1.96], [-3.71, -1.59, 0.66], [-2.88, -1.07, 1.69], [-3.22, -1.53, 2.98], [-2.92, -3.00, 3.24], [-2.99, -3.30, 4.71], [-1.60, -3.35, 2.66], [-3.72, -2.68, 0.68], [-3.29, -1.27, -0.29], [-4.70, -1.15, 0.76], [-2.67, -0.89, 3.68], [-4.29, -1.35, 3.20], [-3.69, -3.61, 2.73], [-3.95, -3.04, 5.15], [-2.20, -2.82, 5.30], [-2.82, -4.37, 4.89], [-1.50, -4.35, 2.79], [-1.68, -3.17, 1.67], [5.41, 2.72, 0.64], [4.15, 2.05, 0.69], [3.04, 2.90, 0.56], [2.71, 3.70, 1.81], [2.53, 2.81, 3.03], [1.48, 4.49, 1.51], [6.12, 1.97, 0.99], [5.44, 3.62, 1.25], [5.64, 3.00, -0.39], [3.13, 3.56, -0.31], [2.19, 2.25, 0.36], [3.48, 4.44, 2.05], [1.99, 3.27, 3.85], [3.46, 2.40, 3.42], [1.94, 1.92, 2.76], [0.71, 3.85, 1.67], [1.40, 5.26, 2.15], [3.76, -3.13, -1.29], [4.80, -2.87, -2.17], [4.91, -3.72, -3.23], [5.54, -1.92, -2.00], [3.88, -2.68, -0.40], [3.17, -3.93, -1.44], [4.41, -4.60, -3.24], [5.62, -3.59, -3.92], [-3.61, -0.12, -5.23], [-2.48, -0.56, -4.61], [-2.60, -0.91, -3.30], [-1.40, -0.66, -5.20], [-3.58, 0.16, -6.19], [-4.48, -0.06, -4.73], [-1.78, -1.11, -2.76], [-3.48, -0.85, -2.82], [1.79, -0.68, 4.17], [1.52, -1.56, 5.18], [0.43, -2.36, 4.93], [2.22, -1.67, 6.17], [2.68, -0.21, 4.17], [1.13, -0.45, 3.44], [0.08, -2.97, 5.65], [0.01, -2.35, 4.02], [-0.12, -2.62, -6.55], [1.06, -2.39, -5.80], [1.11, -3.24, -4.56], [0.09, -2.87, -3.62], [-0.77, -1.97, -6.24], [1.97, -2.57, -6.39], [1.06, -1.33, -5.51], [2.07, -3.08, -4.05], [1.06, -4.31, -4.79], [-0.73, -3.17, -4.04], [-0.21, -0.30, 1.87], [0.37, -0.11, 0.58], [0.50, -1.38, -0.24], [-0.36, -1.35, -1.37], [-1.16, -0.50, 1.72], [-0.16, 0.69, 0.05], [1.38, 0.25, 0.78], [0.28, -2.27, 0.38], [1.54, -1.49, -0.54], [-0.16, -2.09, -1.97]]
}